{"formula": "C5H10O2", "method": "wB97M-V/def2-TZVPD", "homo_ev": -8.53, "gap_ev": 9.45, "smiles": "COCC1=C(O)C1.[H][H]", "e_lumo_ev": 0.92, "symbols": ["O", "O", "C", "C", "C", "C", "C", "H", "H", "H", "H", "H", "H", "H", "H", "H", "H"], "coordinates": [[1.194, 0.057, 0.428], [-1.897, 1.111, 1.258], [-0.893, -0.513, -0.391], [2.594, -0.015, 0.368], [-1.712, 0.131, 0.374], [0.561, -0.716, -0.578], [-2.253, -1.158, -0.098], [2.970, 0.366, -0.594], [2.937, -1.053, 0.498], [0.921, -0.403, -1.574], [0.796, -1.786, -0.462], [-2.314, -1.974, 0.634], [-1.023, 1.510, 1.403], [2.993, 0.598, 1.181], [-0.695, 2.306, -0.954], [-1.161, 2.770, -0.611], [-3.017, -1.229, -0.882]], "atomic_forces_ev_per_a": [[-0.093, 0.090, 0.053], [0.125, -0.107, 0.125], [-0.004, 0.182, 0.280], [0.286, -0.037, -0.020], [0.121, -0.147, -0.382], [-0.186, -0.155, -0.122], [-0.220, -0.180, 0.069], [0.000, -0.059, 0.141], [0.027, 0.146, -0.026], [-0.108, -0.054, 0.168], [0.069, 0.131, -0.006], [-0.019, 0.035, -0.145], [-0.238, 0.002, -0.012], [-0.075, -0.126, -0.183], [0.018, 0.065, -0.037], [0.044, 0.074, -0.070], [0.253, 0.141, 0.167]], "nbo_charge": [-0.54, -0.65, -0.13, -0.25, 0.34, -0.10, -0.41, 0.17, 0.17, 0.18, 0.18, 0.17, 0.50, 0.20, 0.00, 0.00, 0.18]}


{"formula": "C5H10O2", "method": "wB97M-V/def2-TZVPD", "homo_ev": -9.67, "gap_ev": 10.53, "smiles": "O=CCCCCO", "e_lumo_ev": 0.86, "symbols": ["O", "O", "C", "C", "C", "C", "C", "H", "H", "H", "H", "H", "H", "H", "H", "H", "H"], "coordinates": [[1.454, 0.934, 1.550], [-2.341, 0.384, -0.440], [-0.789, -1.176, 0.486], [0.685, 1.395, 0.451], [-2.065, -0.755, -0.190], [0.737, 0.534, -0.827], [0.280, -0.917, -0.612], [-0.472, -0.564, 1.335], [-2.761, -1.603, -0.527], [-0.318, 1.534, 0.851], [1.205, -1.436, -0.316], [0.964, 2.390, 0.072], [-0.050, -1.513, -1.469], [-0.716, -2.232, 0.781], [0.212, 1.007, -1.665], [1.775, 0.490, -1.179], [2.200, 1.529, 1.698]], "atomic_forces_ev_per_a": [[0.652, 0.020, -0.199], [-0.146, 0.394, -0.082], [1.088, 0.397, -0.372], [-0.475, 0.909, -1.023], [-0.704, -1.271, 0.503], [-0.217, -0.507, 0.009], [0.987, -1.209, 0.581], [-0.638, -0.059, 0.084], [0.629, 0.715, 0.210], [-0.267, -0.252, -0.410], [-0.386, -0.110, 0.247], [0.330, -0.018, 0.598], [0.163, 0.698, -0.518], [-0.489, 0.296, -0.198], [-0.292, 0.206, 0.499], [-0.023, 0.048, 0.188], [-0.210, -0.259, -0.115]], "nbo_charge": [-0.74, -0.53, -0.53, -0.08, 0.45, -0.43, -0.39, 0.24, 0.10, 0.19, 0.21, 0.17, 0.21, 0.22, 0.22, 0.21, 0.48]}


{"formula": "C5H10O2", "method": "wB97M-V/def2-TZVPD", "homo_ev": -8.35, "gap_ev": 8.88, "smiles": "C=C/C(O)=C/C.O", "e_lumo_ev": 0.53, "symbols": ["O", "O", "C", "C", "C", "C", "C", "H", "H", "H", "H", "H", "H", "H", "H", "H", "H"], "coordinates": [[2.144, 1.776, -1.199], [0.494, -0.592, -1.258], [-0.400, -0.865, -0.240], [-1.223, 1.663, -0.204], [-1.194, 0.199, 0.161], [-0.372, -2.239, 0.309], [0.249, -2.475, 1.498], [1.349, -0.120, -0.802], [-0.562, 2.240, 0.495], [-0.838, 2.048, -1.083], [-0.725, -3.098, -0.291], [2.678, 2.472, -1.691], [-0.007, -1.793, 2.410], [1.511, 2.274, -0.705], [0.946, -3.263, 1.673], [-2.242, 1.908, -0.119], [-1.807, -0.135, 1.045]], "atomic_forces_ev_per_a": [[1.733, 0.931, -1.326], [3.223, 0.675, 1.588], [-2.653, 3.963, 0.363], [1.276, -0.941, 2.428], [1.122, -3.386, 0.811], [0.829, -0.766, 0.833], [-1.586, 2.003, 0.773], [-2.910, -1.605, -1.906], [-1.017, -0.344, 0.290], [0.526, -0.316, -2.531], [1.219, 0.570, -0.419], [-0.972, -1.428, 0.935], [1.531, -0.473, -1.989], [-0.700, 0.534, 0.499], [-0.641, -1.338, 0.387], [-1.148, 1.085, 0.265], [0.168, 0.834, -1.001]], "nbo_charge": [-0.95, -0.72, 0.26, -0.65, -0.25, -0.23, -0.37, 0.51, 0.20, 0.22, 0.22, 0.49, 0.20, 0.47, 0.20, 0.22, 0.19]}


{"formula": "C5H10O2", "method": "wB97M-V/def2-TZVPD", "homo_ev": -10.09, "gap_ev": 11.03, "smiles": "C[C@@H](O)CCC=O", "e_lumo_ev": 0.95, "symbols": ["O", "O", "C", "C", "C", "C", "C", "H", "H", "H", "H", "H", "H", "H", "H", "H", "H"], "coordinates": [[1.212, 2.076, 0.088], [-0.406, 0.454, -1.526], [1.627, -0.296, 0.273], [-2.234, -0.257, -0.103], [0.162, -0.528, 0.650], [2.002, 1.163, 0.205], [-0.796, -0.496, -0.553], [2.314, -0.785, 0.974], [1.849, -0.720, -0.717], [-2.912, -0.304, -0.960], [0.061, -1.497, 1.153], [-0.220, 1.283, -1.056], [-2.319, 0.741, 0.345], [3.086, 1.386, 0.275], [-0.733, -1.464, -1.069], [-2.555, -0.993, 0.643], [-0.139, 0.237, 1.378]], "atomic_forces_ev_per_a": [[0.381, -0.383, 0.129], [0.014, 0.207, 0.045], [-0.033, 0.009, 0.036], [-0.038, 0.010, 0.006], [-0.041, 0.018, 0.036], [-0.199, 0.239, -0.049], [-0.097, -0.252, 0.145], [-0.086, 0.097, -0.070], [0.014, 0.060, 0.101], [0.091, -0.005, 0.117], [0.003, 0.139, -0.085], [-0.011, -0.077, -0.137], [0.020, -0.142, -0.050], [-0.096, -0.021, -0.058], [-0.010, 0.112, 0.064], [0.071, 0.077, -0.117], [0.017, -0.088, -0.112]], "nbo_charge": [-0.56, -0.73, -0.52, -0.63, -0.43, 0.47, 0.10, 0.23, 0.25, 0.22, 0.22, 0.48, 0.20, 0.12, 0.17, 0.21, 0.21]}


{"formula": "C5H10O2", "method": "wB97M-V/def2-TZVPD", "homo_ev": -9.47, "gap_ev": 10.45, "smiles": "O[C@H]1[C@H]2CCO[C@@H]12.[H][H]", "e_lumo_ev": 0.99, "symbols": ["O", "O", "C", "C", "C", "C", "C", "H", "H", "H", "H", "H", "H", "H", "H", "H", "H"], "coordinates": [[-0.591, 0.720, -1.309], [2.013, 0.820, -0.143], [-0.598, 1.080, 1.010], [-0.076, -0.460, -0.749], [-1.363, 1.359, -0.286], [1.248, -0.337, -0.048], [-0.036, -0.314, 0.748], [-1.229, 1.121, 1.901], [-0.276, -1.136, 1.417], [1.796, 1.247, -0.981], [0.234, -3.486, -0.118], [0.931, -3.331, -0.322], [-0.356, -1.374, -1.269], [0.225, 1.794, 1.123], [1.848, -1.243, 0.019], [-2.371, 0.916, -0.246], [-1.453, 2.417, -0.549]], "atomic_forces_ev_per_a": [[0.061, 0.010, -0.034], [-0.029, 0.101, -0.258], [0.010, 0.060, 0.022], [0.011, -0.223, -0.082], [-0.106, 0.187, 0.130], [0.012, -0.299, 0.072], [-0.052, -0.041, 0.166], [0.043, -0.057, -0.145], [0.066, 0.137, -0.127], [-0.018, 0.026, 0.071], [0.061, -0.022, -0.007], [-0.063, -0.066, 0.018], [0.057, 0.167, 0.106], [-0.156, -0.065, 0.059], [-0.110, 0.170, 0.009], [0.166, 0.043, -0.056], [0.049, -0.131, 0.055]], "nbo_charge": [-0.53, -0.70, -0.44, 0.05, -0.06, 0.07, -0.28, 0.22, 0.23, 0.48, 0.00, 0.00, 0.20, 0.23, 0.18, 0.16, 0.19]}


{"formula": "C5H10O2", "method": "wB97M-V/def2-TZVPD", "homo_ev": -10.10, "gap_ev": 11.03, "smiles": "C[C@@H](O)CCC=O", "e_lumo_ev": 0.93, "symbols": ["O", "O", "C", "C", "C", "C", "C", "H", "H", "H", "H", "H", "H", "H", "H", "H", "H"], "coordinates": [[0.583, -1.298, -0.916], [1.488, -0.500, 1.880], [-0.730, 0.551, 0.166], [0.356, -0.919, 1.987], [-0.115, -0.078, -1.106], [-0.894, -0.356, 1.357], [0.761, 0.957, -1.773], [1.558, 1.284, -1.100], [-0.933, -0.354, -1.783], [0.147, 1.827, -2.025], [-0.148, 1.414, 0.502], [0.132, -1.826, 2.577], [1.196, 0.505, -2.664], [-1.529, -1.213, 1.126], [-1.730, 0.911, -0.094], [-1.413, 0.236, 2.126], [1.272, -1.139, -0.258]], "atomic_forces_ev_per_a": [[-0.014, 0.013, 0.478], [-0.710, -0.104, -0.081], [0.058, 0.014, -0.067], [0.099, 0.095, -0.172], [-0.269, 0.220, 0.074], [-0.036, -0.111, 0.114], [-0.075, -0.078, -0.247], [-0.022, -0.077, -0.033], [0.122, 0.040, 0.076], [0.206, -0.024, -0.146], [0.062, 0.008, -0.230], [0.269, -0.031, 0.281], [0.056, 0.287, -0.114], [-0.100, -0.040, 0.050], [0.140, 0.170, -0.001], [0.069, -0.358, 0.138], [0.143, -0.024, -0.121]], "nbo_charge": [-0.72, -0.55, -0.43, 0.46, 0.10, -0.51, -0.63, 0.21, 0.17, 0.21, 0.21, 0.11, 0.22, 0.23, 0.22, 0.24, 0.47]}